ORCA calculation (the ωB97M-V functional and the def2-TZVPD basis) on C31H43Cl2N2PY as an isolated structure.

Calculated values
LUMO energy (spin up / spin down) (eV): 2.0 / 1.9
Energy relative to the best compared isomer or geometry (same formula, charge and spin) (kcal/mol): 0.00
E (Eh): -2616.7861
Gap between HOMO and LUMO (spin up / spin down) (eV): 3.9 / 3.6

Structure (ORCA input):
```
! RIJCOSX wB97M-V def2-TZVPD def2/J DEFGRID3
* xyz -1 1
P 0.11251 -0.85001 -0.69901
C 1.66359 -0.26361 -1.64753
C 1.89770 -0.76929 -3.08424
C 3.24795 -0.33236 -3.65892
C 3.56773 1.15474 -3.44619
C 3.19291 1.70109 -2.06299
C 1.79414 1.26677 -1.60379
C -1.29687 0.01007 -1.53916
C -1.06123 0.09348 -3.04292
C -2.31290 0.56399 -3.77353
C -2.84124 1.88797 -3.20516
C -2.84839 1.96670 -1.66664
C -1.58875 1.41305 -0.98605
C -0.04632 -2.54274 -1.49967
C 1.15895 -3.43511 -1.14186
C 1.08288 -4.75592 -1.93268
C -0.26010 -5.48674 -1.78034
C -1.47412 -4.55913 -1.93630
C -1.37477 -3.23310 -1.16879
H 2.42829 -0.69982 -0.97711
H 1.14117 -0.36706 -3.76621
H 1.81678 -1.86194 -3.15084
H 3.24840 -0.55396 -4.73576
H 4.03280 -0.94334 -3.19991
H 4.64067 1.30681 -3.61486
H 3.02087 1.73126 -4.20348
H 3.92006 1.33457 -1.32630
H 3.25277 2.79725 -2.06962
H 1.61548 1.62961 -0.58296
H 1.04454 1.73736 -2.25630
H -2.16612 -0.64409 -1.34550
H -3.07362 -0.21902 -3.66697
H -0.74596 -0.87254 -3.45992
H -0.26640 0.82448 -3.23732
H -2.08241 0.66767 -4.84460
H -3.86201 2.03932 -3.58061
H -2.20866 2.69398 -3.59985
H -3.01232 3.00700 -1.35975
H -3.69818 1.37457 -1.30721
H -1.72301 1.40182 0.10629
H -0.73890 2.08202 -1.18232
H -0.03768 -2.41298 -2.59859
H 2.11488 -2.93385 -1.36976
H 1.18277 -3.65650 -0.06298
H 1.22929 -4.50998 -2.99137
H 1.91789 -5.41447 -1.65262
H -0.28839 -5.93803 -0.78109
H -0.31855 -6.29053 -2.52927
H -2.39576 -5.08929 -1.66949
H -1.57045 -4.29936 -2.99449
H -2.22344 -2.59369 -1.45029
H -1.48973 -3.39617 -0.08999
Y -0.13345 -0.45074 2.13974
Cl -2.43365 -1.46240 1.80807
Cl 2.33534 -0.07912 1.66658
C -0.62514 1.64400 2.88053
H -1.16450 1.51448 3.82393
C -0.44553 3.02169 2.66648
C -0.99844 3.95765 3.61084
C -1.12618 5.30050 3.29439
C -0.64790 5.78147 2.06225
C 0.04509 4.92765 1.18428
C 0.18401 3.58107 1.49309
H -1.33616 3.55509 4.56714
H -1.59984 5.98175 4.01517
H 0.46880 5.32704 0.25886
H 0.76235 2.90525 0.85407
H -0.81035 6.82757 1.80863
N 2.87740 -0.07103 8.43372
C 1.96948 -0.29247 7.73275
C 0.83434 -0.54672 6.87637
C -0.44935 -0.69258 7.42648
C -1.50940 -0.95906 6.56959
C -1.26794 -0.94616 5.19422
N -0.03587 -0.83087 4.65381
C 1.01545 -0.59386 5.48596
H -0.59907 -0.58286 8.50745
H -2.52076 -1.15000 6.91081
H -2.10744 -1.01268 4.47865
H 1.99996 -0.41563 5.02301
*
```

=====

ORCA calculation (the ωB97M-V functional and the def2-TZVPD basis) on C31H43ClLuN4O2 as an isolated structure.

Calculated values
LUMO energy (eV): -2.5
Energy relative to the best compared isomer or geometry (same formula, charge and spin) (kcal/mol): 0.00
E (Eh): -3272.1551
Gap between HOMO and LUMO (eV): 7.8

Structure (ORCA input):
```
! RIJCOSX wB97M-V def2-TZVPD def2/J DEFGRID3
* xyz 1 1
Lu 0.82299 0.24430 -0.13458
Cl -4.49722 -5.51906 -3.31576
C -3.40444 -4.27678 -2.83275
C -3.87955 -2.98742 -2.64152
C -2.99946 -1.99543 -2.24731
C -1.65207 -2.28802 -2.05417
C -1.18618 -3.58558 -2.26073
C -2.06240 -4.58517 -2.64528
C -0.71046 -1.21721 -1.65492
O 0.54406 -1.45439 -1.69965
O -1.11449 -0.06513 -1.29334
H -4.92892 -2.77033 -2.79889
H -3.34981 -0.98260 -2.08844
H -0.13700 -3.80103 -2.11057
H -1.71626 -5.59926 -2.80439
C -1.83300 -1.54315 5.02653
C -2.42600 -2.07950 3.72853
N -1.68986 -1.61263 2.54527
C -2.19804 -0.37747 1.94866
C -3.47860 -0.60915 1.15962
C -0.57409 -2.21682 2.12870
C -0.28693 -3.58489 2.68757
N 0.24829 -1.68144 1.25805
H -2.46169 -1.82945 5.87195
H -1.77112 -0.45266 4.99889
H -0.82816 -1.93424 5.20250
H -3.44913 -1.72473 3.62649
H -2.47634 -3.16540 3.74021
H -1.44884 0.03730 1.30250
H -2.36053 0.35427 2.74033
H -3.34534 -1.42246 0.44473
H -3.72758 0.29912 0.60816
H -4.32283 -0.85180 1.80638
H -0.16749 -3.56275 3.77076
H 0.62764 -3.98087 2.25511
H -1.10441 -4.26743 2.45288
H 0.97752 -2.34795 1.05362
C 2.89605 4.14901 -0.09179
N 1.59596 4.72071 -0.41279
C 1.56936 5.23497 -1.76720
C 0.48240 3.82109 -0.18737
C 0.36822 3.29874 1.23102
C 0.15565 4.22743 2.24767
C 0.06352 3.81230 3.56819
C 0.17922 2.45807 3.86609
C 0.37088 1.54505 2.83832
C 0.46988 1.92517 1.48643
H 3.66762 4.90183 -0.25296
H 3.13265 3.27455 -0.71822
H 2.92872 3.84183 0.95175
H 2.40168 5.92155 -1.92058
H 0.63800 5.77558 -1.94676
H 1.65153 4.42771 -2.52203
H 0.52897 2.95155 -0.88555
H -0.42288 4.37056 -0.45322
H 0.08708 5.28221 1.99612
H -0.09274 4.53539 4.36051
H 0.11197 2.11803 4.89490
H 0.44851 0.49373 3.11265
C 2.27267 -0.89270 -5.07431
N 1.38132 -0.10711 -4.17712
C 0.06480 0.14822 -4.82114
C 2.02822 1.17578 -3.69639
C 3.15764 0.87530 -2.75095
C 4.45167 0.95398 -3.26423
C 5.54368 0.60047 -2.48504
C 5.32149 0.16082 -1.19141
C 4.02502 0.10951 -0.69270
C 2.88777 0.47519 -1.42887
H 1.81274 -1.85840 -5.27336
H 3.23280 -1.03367 -4.59035
H 2.39965 -0.34891 -6.00862
H 1.23366 -0.66973 -3.33316
H 0.21031 0.81916 -5.66589
H -0.60815 0.60343 -4.10089
H -0.35808 -0.79200 -5.17047
H 1.24708 1.75717 -3.21219
H 2.36147 1.70797 -4.58778
H 4.60872 1.29833 -4.28339
H 6.54968 0.67219 -2.88088
H 6.15953 -0.12306 -0.56393
H 3.91306 -0.19839 0.34766
*
```

=====

ORCA calculation (the ωB97M-V functional and the def2-TZVPD basis) on a 2-piece molecular cluster, C31H43OSi overall.

Calculated values
LUMO energy (eV): -5.1
Energy relative to the best compared isomer or geometry (same formula, charge and spin) (kcal/mol): 17.95
E (Eh): -1571.5055
Gap between HOMO and LUMO (eV): 5.4

Structure (ORCA input):
```
! RIJCOSX wB97M-V def2-TZVPD def2/J DEFGRID3
* xyz 1 1
C -4.55292 -0.46933 -3.02874
C -3.73819 -1.31295 -2.09923
C -3.43504 -0.83291 -0.82635
C -2.82425 -1.64935 0.13394
C -2.91344 -1.24338 1.58121
C -2.19712 -2.83479 -0.30579
C -1.09495 -3.52296 0.48481
C -1.59355 -4.46164 1.59805
C -0.01103 -2.51898 1.02142
C 0.37837 -1.43869 0.08081
C 1.73745 -1.21369 -0.29784
C 2.14592 -1.24449 -1.67464
C 1.12798 -1.40430 -2.76880
C 3.50272 -1.24071 -1.97596
C 4.47761 -1.14663 -0.97578
C 5.93593 -1.26950 -1.30886
C 4.06703 -0.98692 0.34973
C 2.73350 -1.07141 0.71599
C 2.35043 -1.00071 2.16423
C -2.57815 -3.38014 -1.54664
C -2.26966 -4.80509 -1.92688
C -3.25629 -2.57430 -2.45694
H -4.99307 -1.06004 -3.83768
H -5.37317 0.01452 -2.48395
H -3.94839 0.32500 -3.48750
H -3.73162 0.18791 -0.56528
H -2.81557 -2.07295 2.28709
H -2.15307 -0.48757 1.85786
H -3.90191 -0.78945 1.77682
H -0.56797 -4.19022 -0.22669
H -2.31731 -5.17331 1.18193
H -0.74503 -5.03770 1.99982
H -2.07969 -3.91256 2.41767
H -0.35871 -2.04065 1.95777
H 0.86276 -3.14029 1.30243
H -0.42529 -1.10726 -0.58132
H 1.54585 -1.09941 -3.74308
H 0.77665 -2.44946 -2.86073
H 0.24158 -0.78035 -2.58485
H 3.82503 -1.32328 -3.01846
H 6.55646 -1.07770 -0.42809
H 6.15731 -2.28930 -1.64346
H 6.26049 -0.59075 -2.11043
H 4.80914 -0.82675 1.13404
H 3.23841 -0.74749 2.76082
H 1.57793 -0.23715 2.34961
H 1.96365 -1.96294 2.53976
H -2.89163 -5.08819 -2.78594
H -1.21937 -4.93713 -2.23341
H -2.49602 -5.50859 -1.10931
H -3.43881 -2.96027 -3.45437
C 1.99566 7.70891 2.82481
O 2.61423 6.41587 2.62024
C 1.88645 5.45503 1.99072
C 2.50029 4.19372 1.78928
C 1.77399 3.17805 1.19088
C 0.44181 3.37585 0.79342
Si -0.69470 1.98162 0.22797
H -0.09816 0.55169 0.52633
C -2.24753 2.13512 1.26722
C -0.88318 2.02693 -1.62203
C -0.11398 4.65854 0.92299
C 0.56527 5.68775 1.55126
H 2.77604 8.31755 3.28625
H 1.67486 8.16786 1.87937
H 1.12714 7.64563 3.49523
H 3.52529 4.07001 2.12912
H 2.23357 2.20337 1.03014
H -2.22064 1.43029 2.11625
H -2.26869 3.15622 1.68636
H -3.17083 1.97081 0.69040
H 0.11894 2.03094 -2.08379
H -1.43896 1.15119 -1.99407
H -1.41703 2.93977 -1.93699
H -1.11390 4.87557 0.55812
H 0.08315 6.65797 1.71172
*
```

=====

energy relative to the best compared isomer or geometry (same formula, charge and spin) of number 3 (C31H43OSi)? 17.95 kcal/mol

=====

Look up the energy relative to the best compared isomer or geometry (same formula, charge and spin) of the second one. 0.00 kcal/mol